No. 1
This record from the OMol25 dataset describes a 11-piece molecular cluster, C66H54O22 overall in a non-equilibrium geometry. The level of theory is ωB97M-V/def2-TZVPD.

XYZ file:
```
142
Properties=species:S:1:pos:R:3:mulliken_charge:R:1
C 0.555 -3.766 2.663 0.20
C 0.793 -2.778 3.618 0.48
C 0.606 -3.084 4.941 0.81
C 0.316 -4.406 5.290 -0.83
C -0.020 -5.353 4.348 -0.53
C 0.105 -5.032 2.995 0.11
O -0.260 -5.966 2.001 -0.56
O 0.884 -2.236 5.940 -0.65
H 0.830 -3.500 1.623 -0.34
H 1.026 -1.737 3.400 0.14
H 0.121 -4.711 6.301 0.38
H -0.343 -6.372 4.641 0.38
H -1.232 -6.167 1.995 0.31
H 1.145 -1.332 5.695 0.27
C 2.759 1.287 -5.509 -0.70
C 1.863 0.240 -5.203 0.19
C 1.012 -0.248 -6.174 -0.28
C 0.863 0.465 -7.374 -0.32
C 1.660 1.551 -7.669 -0.78
C 2.703 1.896 -6.784 0.84
O 3.549 2.905 -7.147 -0.58
O 0.117 -1.278 -5.981 -0.57
H 3.597 1.593 -4.830 0.25
H 1.885 -0.256 -4.251 0.41
H 0.006 0.168 -7.932 0.43
H 1.610 2.212 -8.514 0.44
H 3.975 3.232 -6.349 0.29
H 0.366 -1.845 -5.221 0.32
C 0.277 1.837 5.276 -0.32
C -0.170 3.091 4.966 -0.29
C 0.758 4.149 4.818 0.41
C 2.046 3.967 5.202 -0.61
C 2.487 2.672 5.633 -0.78
C 1.642 1.597 5.581 0.37
O 2.051 0.290 5.854 -0.45
O 0.223 5.368 4.415 -0.54
H -0.389 0.989 5.308 0.52
H -1.213 3.193 4.746 0.35
H 2.759 4.784 5.235 0.28
H 3.534 2.552 5.821 0.34
H 2.942 0.249 6.226 0.23
H 0.856 6.101 4.639 0.35
C 0.703 0.052 -1.133 0.12
C -0.091 0.713 -2.058 -0.22
C -1.139 1.471 -1.606 0.21
C -1.317 1.664 -0.252 -0.75
C -0.542 0.913 0.678 0.36
C 0.413 0.130 0.223 -1.20
O 1.167 -0.554 1.081 0.31
O -2.146 2.037 -2.366 -0.70
H 1.581 -0.439 -1.586 1.09
H 0.091 0.580 -3.173 -0.22
H -1.939 2.423 0.077 0.73
H -0.839 1.091 1.680 0.73
H 1.805 -1.058 0.540 -0.78
H -2.065 1.761 -3.309 0.36
C 4.140 -3.831 0.447 -0.74
C 4.331 -5.024 1.095 -0.49
C 4.329 -5.063 2.513 0.66
C 4.203 -3.820 3.200 -0.50
C 3.979 -2.617 2.491 -0.33
C 3.884 -2.622 1.108 0.26
O 3.663 -1.480 0.397 -0.54
O 4.363 -6.256 3.134 -0.58
H 4.060 -3.812 -0.645 0.58
H 4.478 -5.947 0.511 0.25
H 4.180 -3.764 4.294 0.34
H 3.836 -1.718 3.088 0.42
H 3.924 -0.660 0.890 0.39
H 4.640 -6.862 2.428 0.30
C -0.135 6.327 -4.848 -0.50
C -1.083 7.252 -4.970 -0.35
C -2.150 7.371 -4.020 0.47
O -3.101 8.105 -4.261 -0.56
C -2.089 6.491 -2.825 -0.75
C -1.203 5.500 -2.662 0.21
C -0.033 5.426 -3.611 0.24
O 0.826 4.634 -3.490 -0.50
H 0.646 6.165 -5.618 0.38
H -1.181 7.774 -5.932 0.36
H -2.913 6.744 -2.188 0.43
H -1.293 4.941 -1.738 0.42
C 1.350 -5.196 -0.756 -0.32
C 0.950 -4.036 -1.306 0.17
C 1.470 -3.582 -2.606 -0.31
O 0.939 -2.682 -3.237 -0.03
C 2.635 -4.255 -3.180 -0.26
C 3.095 -5.368 -2.598 -0.69
C 2.504 -6.017 -1.305 -0.07
O 2.950 -7.045 -0.912 -0.57
H 0.874 -5.603 0.080 0.79
H 0.084 -3.471 -0.954 0.62
H 3.059 -3.847 -4.117 0.45
H 3.914 -5.919 -3.047 0.43
C -3.081 -2.177 2.758 -0.19
C -2.609 -2.166 1.500 0.23
C -3.437 -1.421 0.439 0.18
O -3.143 -1.576 -0.732 -0.45
C -4.739 -0.846 0.831 -0.70
C -5.183 -0.914 2.073 -0.41
C -4.332 -1.475 3.107 0.14
O -4.605 -1.288 4.299 -0.64
H -2.606 -2.649 3.617 0.46
H -1.632 -2.507 1.234 0.33
H -5.245 -0.359 0.045 0.56
H -6.185 -0.520 2.395 0.39
C -3.820 -2.273 -6.508 -0.47
C -3.707 -0.992 -6.125 -0.72
C -2.774 -0.696 -4.970 0.46
O -2.428 0.453 -4.818 -0.59
C -2.289 -1.781 -4.074 0.03
C -2.494 -3.026 -4.484 -0.51
C -3.213 -3.393 -5.741 0.13
O -3.197 -4.509 -6.152 -0.55
H -4.292 -2.634 -7.348 0.53
H -4.196 -0.179 -6.626 0.49
H -1.845 -1.566 -3.126 0.75
H -2.254 -3.937 -3.900 0.40
C 2.413 2.704 1.858 -0.85
C 1.482 3.608 1.575 0.29
C 1.390 4.127 0.220 -0.29
O 0.800 5.127 0.025 -0.58
C 2.045 3.422 -0.956 0.07
C 2.795 2.342 -0.765 -0.60
C 3.086 1.945 0.634 0.71
O 4.069 1.198 0.787 -0.82
H 2.784 2.416 2.772 0.81
H 0.947 4.156 2.368 0.41
H 1.798 3.784 -1.992 0.36
H 3.186 1.710 -1.541 0.55
C -5.635 2.477 5.470 -0.52
C -4.741 1.484 5.322 -0.59
C -3.670 1.682 4.257 0.64
O -2.683 0.976 4.272 -0.44
C -3.761 2.842 3.315 -0.12
C -4.628 3.851 3.518 -0.34
C -5.606 3.680 4.595 0.26
O -6.454 4.524 4.763 -0.56
H -6.324 2.582 6.315 0.39
H -4.559 0.644 5.944 0.54
H -2.956 2.961 2.560 0.31
H -4.571 4.853 3.113 0.45
```

Summary:
E_tot (eV): -114353.2681
LUMO (eV): -1.8
Net charge: 0
HOMO-LUMO gap (eV): 6.2

No. 2
This record from the OMol25 dataset describes C33H35CaN7OSSb as an isolated structure in a non-equilibrium geometry. The level of theory is ωB97M-V/def2-TZVPD.

XYZ file:
```
79
Properties=species:S:1:pos:R:3:mulliken_charge:R:1
Ca -0.210 -0.253 0.056 1.39
C 0.002 -3.542 0.976 -1.40
C -0.779 -2.843 2.046 0.84
C -1.336 -3.611 3.085 -0.95
C -2.067 -2.982 4.052 -0.83
C -2.210 -1.580 4.028 0.99
C -2.894 -0.890 5.041 -0.90
C -2.940 0.481 5.025 -0.65
C -2.334 1.188 3.992 -0.66
C -1.689 0.552 2.937 1.12
S -0.998 1.553 1.710 -0.67
C -1.603 -0.875 2.941 -0.78
N -0.932 -1.536 1.968 -0.01
H 0.538 -4.390 1.397 0.49
H 0.716 -2.860 0.509 0.15
H -0.698 -3.923 0.233 0.37
H -1.178 -4.679 3.105 0.50
H -2.529 -3.537 4.855 0.43
H -3.345 -1.458 5.839 0.39
H -3.436 1.023 5.815 0.40
H -2.358 2.269 3.984 0.47
C -6.767 -1.305 -12.260 -0.84
O -6.374 -0.090 -11.661 -0.46
C -5.831 -0.113 -10.430 0.88
C -5.513 -1.274 -9.724 -0.39
C -4.927 -1.181 -8.483 -0.88
C -4.649 0.060 -7.905 0.44
C -5.006 1.221 -8.598 -0.51
C -5.587 1.133 -9.840 -0.73
C -3.956 0.063 -6.643 0.22
N -3.535 -1.046 -6.073 -0.79
C -2.863 -0.670 -4.966 0.66
C -2.882 0.724 -4.834 0.04
N -3.580 1.171 -5.922 -0.13
C -2.237 1.376 -3.757 0.62
C -2.189 2.766 -3.572 -0.57
C -1.515 3.280 -2.489 -1.26
C -0.942 2.390 -1.573 -0.22
N -0.968 1.086 -1.729 0.41
C -1.566 0.556 -2.804 -0.19
C -1.472 -0.873 -2.990 -0.27
N -0.691 -1.578 -2.153 -0.09
C -0.503 -2.858 -2.399 -0.51
C -1.115 -3.553 -3.448 -1.18
C -1.957 -2.867 -4.288 -0.39
C -2.127 -1.494 -4.080 0.16
H -7.292 -1.020 -13.170 0.24
H -7.443 -1.866 -11.608 0.35
H -5.905 -1.929 -12.517 0.33
H -5.719 -2.247 -10.136 0.42
H -4.661 -2.066 -7.927 0.48
H -4.829 2.195 -8.166 0.29
H -5.874 2.018 -10.385 0.43
H -3.779 2.130 -6.160 0.20
H -2.680 3.416 -4.282 0.44
H -1.442 4.344 -2.328 0.45
H -0.447 2.752 -0.680 0.44
H 0.194 -3.364 -1.743 0.80
H -0.907 -4.598 -3.613 0.44
H -2.461 -3.335 -5.119 0.61
C 3.880 -1.718 2.287 -1.38
Sb 2.406 -0.172 1.942 0.78
C 3.825 1.459 2.019 -1.46
C 1.858 0.041 4.009 -1.34
H 4.572 -1.406 3.062 0.39
H 4.433 -1.909 1.374 0.40
H 3.387 -2.634 2.596 0.41
H 4.458 1.338 2.894 0.44
H 3.290 2.402 2.095 0.41
H 4.454 1.470 1.134 0.42
H 2.750 0.091 4.628 0.48
H 1.246 -0.799 4.325 0.37
H 1.283 0.954 4.129 0.37
N 2.253 1.248 -1.460 -0.32
N 2.527 -0.162 -1.476 -0.47
H 2.560 1.705 -2.325 0.26
H 2.792 1.658 -0.700 0.14
H 3.492 -0.364 -1.754 0.27
H 1.915 -0.568 -2.182 0.16
```

Summary:
Relative energy (zero: lowest compared OMol25 entry of this formula, charge and spin) (kcal/mol): 6.3
E_tot (eV): -83077.6560
LUMO (eV): -2.9
Net charge: +1
HOMO-LUMO gap (eV): 6.3

No. 3
This record from the OMol25 dataset describes a 4-piece molecular cluster, C3H12O4 overall in a non-equilibrium geometry. The level of theory is ωB97M-V/def2-TZVPD.

XYZ file:
```
19
Properties=species:S:1:pos:R:3:mulliken_charge:R:1
O 0.261 1.080 0.370 -0.55
C 0.489 -0.075 0.647 -0.30
C -0.552 -1.167 0.607 -0.24
C 0.134 -2.446 0.034 -1.10
H 1.535 -0.380 0.790 0.58
H -1.402 -0.856 0.002 0.29
H -0.901 -1.378 1.617 0.34
H -0.195 -2.696 -0.970 0.29
H 0.055 -3.338 0.657 0.33
H 1.207 -2.255 -0.036 0.33
H -0.807 1.419 -1.410 0.34
H 0.244 1.890 -2.404 0.33
O -0.630 1.455 -2.361 -0.65
H 2.616 -0.199 -2.383 0.30
H 1.564 0.257 -1.396 0.32
O 2.487 0.033 -1.452 -0.60
H -2.410 1.628 2.915 0.31
H -1.987 0.879 1.674 0.31
O -2.151 0.758 2.624 -0.62
```

Summary:
Relative energy (zero: lowest compared OMol25 entry of this formula, charge and spin) (kcal/mol): 14.5
E_tot (eV): -11495.1325
LUMO (eV): 0.7
Net charge: 0
HOMO-LUMO gap (eV): 11.2

No. 4
This record from the OMol25 dataset describes C3H2CuO3 as an isolated structure in a non-equilibrium geometry. The level of theory is ωB97M-V/def2-TZVPD.

XYZ file:
```
9
Properties=species:S:1:pos:R:3:mulliken_charge:R:1
O -2.704 -0.146 0.702 -0.11
C -2.066 -0.278 -0.300 0.34
C -0.664 0.200 -0.354 0.46
O 0.208 -0.753 -0.168 -0.15
C 1.468 -0.208 0.087 0.26
O 2.288 -1.139 0.205 -0.19
H 3.203 -0.827 0.337 0.58
Cu 0.726 1.832 -0.108 0.49
H -2.366 -0.165 -1.406 0.32
```

Summary:
Relative energy (zero: lowest compared OMol25 entry of this formula, charge and spin) (kcal/mol): 41.5
E_tot (eV): -53898.5976
LUMO (spin up / spin down) (eV): -12.0 / -14.1
Net charge: +2
HOMO-LUMO gap (spin up / spin down) (eV): 9.2 / 5.8
2S+1: 2